ORCA calculation (ωB97M-V/def2-TZVPD) on C24H74Co2O17P as an isolated structure at a distorted geometry.

## Properties
- Orbital gap (spin up / spin down): 9.508 / 9.508 eV
- Lowest unoccupied orbital energy (spin up / spin down): -1.8 / -1.8 eV

Geometry as ORCA input:
```
! RIJCOSX wB97M-V def2-TZVPD def2/J DEFGRID3
* xyz 1 7
Co -2.7498 -26.3983 21.8312
Co -7.8468 -26.2526 21.0352
P -5.2874 -26.2519 21.4356
O -6.2999 -25.0787 21.3395
O -4.4934 -26.3688 22.7304
O -4.1235 -26.1668 20.4774
O -6.3014 -27.4080 21.2982
C -8.5704 -29.8022 21.2968
C -8.8199 -28.9752 20.0316
C -9.9703 -29.5789 19.1547
O -9.2538 -27.7301 20.5352
H -7.6273 -29.5098 21.7585
H -8.4656 -30.8682 21.0950
H -9.3708 -29.6296 22.0162
H -7.8493 -28.9094 19.5399
H -10.0610 -29.0205 18.2229
H -10.8902 -29.3733 19.7021
H -9.9575 -30.6424 18.9160
H -10.1085 -27.9696 20.9009
C -2.5498 -30.5423 22.7152
C -1.9489 -29.5383 21.6450
C -1.4982 -30.2372 20.3077
O -2.8300 -28.4912 21.3755
H -3.3587 -31.1931 22.3833
H -2.9082 -29.9239 23.5382
H -1.7763 -31.2769 22.9393
H -1.1161 -29.0509 22.1520
H -1.1381 -29.4466 19.6493
H -2.3725 -30.6515 19.8058
H -0.7409 -30.9700 20.5863
H -3.4314 -28.8444 20.7157
C -5.5959 -23.7463 24.6305
C -5.4667 -24.7973 25.7167
C -6.4549 -24.5919 26.8792
O -5.7316 -26.1058 25.1582
H -6.4990 -23.8863 24.0364
H -4.7278 -23.7988 23.9735
H -5.6522 -22.7181 24.9878
H -4.4268 -24.7824 26.0428
H -6.3576 -23.6373 27.3962
H -6.2532 -25.3242 27.6609
H -7.5152 -24.6027 26.6267
H -5.3056 -26.1842 24.3014
C -9.0290 -22.6076 20.6697
C -9.2658 -23.5980 21.8396
O -9.5303 -24.8284 21.1441
H -9.7994 -22.6229 19.8988
H -8.0834 -22.6915 20.1340
H -8.8596 -21.5822 20.9983
H -10.1213 -23.2303 22.4061
H -8.3470 -23.7262 22.4119
H -10.4183 -24.7671 20.7844
C -9.1433 -24.7171 17.5191
C -8.4037 -26.0733 17.7512
O -7.6340 -25.9739 18.9268
H -8.4922 -23.8989 17.2113
H -9.6298 -24.3436 18.4202
H -9.8312 -24.9073 16.6953
H -7.8524 -26.2465 16.8269
H -9.1267 -26.8709 17.9222
H -6.7619 -25.7106 18.6240
C -5.2486 -22.9744 17.6535
C -4.3502 -24.0714 18.0839
O -5.0688 -25.2657 18.2788
H -4.7712 -21.9976 17.7299
H -6.1282 -22.9684 18.2972
H -5.6294 -23.0819 16.6378
H -3.7114 -23.8114 18.9279
H -3.6618 -24.2336 17.2546
H -4.7113 -25.6402 19.0872
C -1.3618 -25.3862 25.5554
C -2.2851 -26.2440 24.7629
O -1.5281 -26.6766 23.5815
H -0.3770 -25.8532 25.5727
H -1.7144 -25.2848 26.5818
H -1.3038 -24.3712 25.1626
H -3.1576 -25.6525 24.4854
H -2.5633 -27.1058 25.3695
H -0.8638 -27.2546 23.9637
C -1.1107 -25.0858 18.7466
C -1.1685 -26.4603 19.3658
O -0.9175 -26.2921 20.7444
H -0.0690 -24.8040 18.5930
H -1.6706 -24.3116 19.2711
H -1.5166 -25.2208 17.7441
H -0.3017 -26.9865 18.9659
H -2.0667 -27.0513 19.1872
H -0.0441 -25.9066 20.8455
C -5.6954 -21.6484 21.1861
O -4.9258 -22.7958 21.4239
H -5.0926 -20.7686 21.4109
H -5.9548 -21.6172 20.1279
H -6.5038 -21.4826 21.8982
H -5.5035 -23.5610 21.4708
C -1.4439 -23.5441 22.1750
O -2.6309 -24.2993 22.0018
H -1.3251 -22.7945 21.3926
H -1.4992 -23.0451 23.1426
H -0.5544 -24.1684 22.2586
H -3.4237 -23.7629 21.9280
C -4.6568 -29.0397 18.4595
O -4.9087 -29.3874 19.7995
H -3.7569 -29.5351 18.0951
H -5.4738 -29.3512 17.8086
H -4.5060 -27.9602 18.4530
H -5.5568 -28.7783 20.1609
C -9.2856 -26.1394 24.1528
O -8.2029 -26.3515 23.2938
H -10.1901 -26.0173 23.5570
H -9.3954 -26.8921 24.9335
H -9.2000 -25.1555 24.6142
H -7.3982 -26.3211 23.8164
C -5.3843 -29.0750 24.4347
O -5.4403 -29.4714 23.0661
H -5.0238 -29.9065 25.0403
H -4.7501 -28.1970 24.5579
H -6.4136 -28.8814 24.7365
H -5.6751 -28.7433 22.4862
*
```